Formula: C5H5FO3
Source: the OMol25 dataset
Level of theory: ωB97M-V/def2-TZVPD

Geometry as XYZ:
```
14
Properties=species:S:1:pos:R:3
F -2.482 2.417 -1.498
O -0.624 -1.513 0.257
O 0.186 0.283 -0.991
O -1.604 0.413 0.357
C -1.407 2.560 -0.765
C 0.527 -2.177 -0.277
C -0.611 -0.177 -0.168
C -1.450 3.387 0.324
C -1.371 4.089 1.306
H -0.567 1.889 -1.299
H 1.424 -2.271 0.518
H 0.103 -3.130 -0.365
H -1.559 4.722 2.119
H 0.917 -1.763 -1.095
```

Calculated values
- Total charge: 0
- Frontier orbital gap (spin up / spin down): 7.240 / 7.246 eV